No. 1
228
Properties=species:S:1:pos:R:3:forces:R:3 method="wB97M-V/def2-TZVPD" smiles=COCCNCCOC.COCCNCCOC.COCCNCCOC.COCCNCCOC.COCCNCCOC.COCCNCCOC.COCCNCCOC.COCCNCCOC.CC(C)O.CC(C)O.CC(C)O total_charge=0 lumo_ha=0.0179 fmax_ha_per_bohr=0.0615
H 3.233 -7.304 -2.414 -0.485 0.466 0.344
H 6.219 -5.272 0.289 0.678 0.292 -0.049
C 6.076 4.221 3.516 -0.557 1.178 -0.251
O 1.578 3.658 2.195 0.432 -1.405 1.241
O -1.908 -0.197 4.994 -1.108 -1.125 -2.010
H 2.708 -5.065 -0.503 -0.455 1.143 0.802
H -3.450 0.768 -5.892 -0.134 0.021 -0.516
H 0.283 -4.977 -7.128 0.986 -0.302 0.219
C -3.066 -6.748 -4.638 0.798 0.686 0.399
H 0.440 6.422 2.423 -1.329 0.884 -0.189
H 0.776 -1.489 -5.696 -0.162 -0.479 0.320
C 0.763 1.692 -4.934 0.710 2.090 0.157
C 3.298 6.337 0.165 0.887 2.121 -0.074
H -4.715 -0.568 -4.583 0.188 -0.307 0.267
H 3.423 0.303 4.055 -0.139 0.850 -1.178
H -5.281 -8.887 -2.233 0.537 0.003 0.823
H 6.503 0.617 1.683 -0.354 0.269 0.011
C -4.376 -6.183 -6.564 -1.062 1.763 2.109
H 2.489 2.952 7.608 0.648 -0.001 0.135
H 0.262 7.413 0.171 -0.048 -0.502 -0.616
H -0.875 3.244 7.511 -0.796 -1.768 0.642
O -1.395 3.528 4.892 0.708 0.433 0.556
H -0.138 -4.052 0.571 0.187 1.295 -0.534
C -1.669 -0.910 2.773 0.205 -1.436 -1.086
C 0.857 2.062 0.675 -1.284 0.058 1.035
C -6.841 -6.346 0.418 -1.188 -0.058 0.363
O -5.229 -2.453 -2.749 0.512 0.133 -0.657
C -0.382 -5.064 0.720 -0.677 -3.078 0.270
H 5.038 4.544 3.717 0.045 -0.434 -0.594
H 2.280 1.683 2.262 -0.145 0.175 -0.210
H 3.337 0.511 6.850 -0.186 0.515 0.085
C 1.601 -8.070 -6.368 -0.403 -0.017 0.114
N 2.644 -5.383 -3.070 1.861 -0.155 0.624
H -0.535 -1.693 4.545 -0.286 0.627 -0.508
H -5.576 -4.451 -3.215 -0.003 0.117 0.197
H -3.217 -2.217 -2.450 -0.163 -0.377 -1.105
H 5.421 7.140 6.263 -0.525 -0.058 -0.781
H 0.208 -6.214 -5.330 0.844 -0.585 0.323
H 3.031 4.754 6.288 0.828 -0.344 -0.459
H 2.864 7.247 0.646 0.308 -0.567 -0.514
C -4.503 -8.357 -1.606 -1.755 -0.039 -0.900
H 1.816 6.473 7.291 -0.123 0.013 -0.157
H 1.907 10.067 2.048 1.146 0.501 0.065
H 3.133 -6.726 0.070 -0.485 0.210 -0.183
H 0.753 1.111 -1.606 0.881 0.477 -0.709
H -0.731 1.019 6.090 -0.338 0.512 0.126
C 2.757 6.997 7.109 0.207 -0.028 -0.282
H 1.571 -6.850 -1.874 1.425 0.922 -0.224
H -2.250 -0.405 0.187 -0.138 -0.795 -0.146
H -5.583 -8.656 0.330 0.148 0.014 -0.371
C -3.182 -7.812 -3.547 0.879 1.555 0.547
C 3.231 -5.961 -0.721 0.348 -1.321 -1.094
C -0.305 -2.624 -2.718 0.673 -0.604 1.812
H 1.182 -1.339 -1.176 0.817 -0.342 -0.306
C -0.824 5.405 -1.492 0.140 -0.034 -0.334
H -4.288 -7.146 -6.936 0.140 -1.797 -1.348
O -0.554 1.458 -4.580 0.364 -0.670 0.690
H 1.446 1.278 -4.199 -0.054 0.125 0.247
H 4.893 -6.124 1.096 0.209 0.254 0.336
O 1.867 0.457 5.450 0.247 -0.680 -1.138
H -0.436 -1.502 -0.493 0.678 0.530 -0.519
N -3.975 -7.291 -2.439 0.977 0.558 0.795
H 0.366 -5.777 0.314 -0.134 0.793 -0.034
H -1.350 5.113 -3.899 0.129 -0.478 -0.065
O 2.121 -7.066 -5.531 0.517 0.096 -0.571
H -1.939 -1.779 -5.771 0.219 -0.243 -0.049
H -2.575 -5.968 -1.587 1.166 0.276 0.588
O 4.620 -5.731 -0.869 0.028 0.143 -0.234
H -0.395 -5.290 1.785 0.136 0.326 0.251
H 7.314 2.627 3.389 0.987 -0.667 -0.863
C 1.558 -5.279 -3.962 -0.356 -2.384 -1.010
N 0.943 2.989 6.201 0.092 -1.064 1.159
H -2.256 4.971 3.664 0.311 -0.788 -0.033
H 3.428 6.681 7.910 0.082 0.321 0.106
H 1.505 -3.149 -5.941 0.139 0.557 -0.130
C -2.937 -4.732 0.757 -1.009 -0.511 2.130
C 0.955 9.618 2.082 -1.520 -0.967 -0.480
H -7.686 -5.672 0.075 0.923 -1.155 -0.032
H -0.513 -2.839 -3.735 -0.021 -0.267 -0.676
H 5.074 6.863 4.455 -0.360 0.943 1.424
H 1.140 -8.873 -5.729 0.157 0.525 -0.755
H -3.211 3.206 -1.669 -0.295 -0.652 0.566
H -6.279 -5.716 1.096 0.877 0.258 -0.075
H 3.374 1.778 5.613 0.739 0.521 -0.560
O -1.785 -2.447 -6.477 0.575 -0.111 0.260
N -2.616 -0.293 -4.344 -2.182 -0.343 -0.254
H 4.543 8.400 5.383 -0.146 -0.468 -0.316
H -2.486 -5.845 -4.276 -0.529 -0.781 -0.097
H 2.546 5.599 0.182 -1.079 -1.061 -0.428
H 2.638 6.575 4.962 0.693 0.195 0.482
H 1.851 -4.590 -4.694 0.518 0.894 -1.326
O 4.346 5.935 1.022 0.144 1.740 -0.390
C 5.158 -5.335 0.381 -1.462 -0.303 -0.333
H -1.403 6.886 -3.756 -0.900 -0.917 0.087
C -2.760 0.998 -5.093 0.812 -2.323 -0.010
C 4.828 4.668 0.798 -1.431 -1.851 -1.239
H 0.605 1.783 2.797 0.204 0.796 -0.254
H -1.730 4.311 0.185 0.573 0.398 -0.307
H 0.721 -2.940 -2.355 -0.828 -0.014 -0.975
H 0.561 2.325 5.502 0.109 0.773 0.655
C 2.480 3.935 3.304 -1.380 -0.979 0.309
C -1.040 5.158 -0.025 -0.578 0.548 0.613
H -0.130 0.009 3.975 -0.339 -0.648 0.206
H -0.887 7.703 2.882 0.952 -0.362 0.077
H 5.992 0.179 3.280 -0.294 -0.115 0.254
H -4.370 -7.345 0.253 0.264 -0.031 0.438
H 0.071 2.797 0.599 -0.994 0.312 -0.115
H 0.453 9.760 1.100 0.452 -0.217 0.366
C -0.532 -4.310 -7.291 -0.215 0.713 0.223
H 0.756 -7.391 -4.118 -0.311 -0.191 0.781
H 0.697 -4.821 -3.558 -1.126 0.134 1.046
C -1.751 -5.554 0.214 -0.371 -0.146 0.123
O -0.413 -1.241 -2.522 0.576 0.069 -0.160
H 4.667 -4.387 0.670 0.531 -0.186 0.231
H -3.650 -2.881 -4.164 -0.259 0.422 0.843
C 6.266 4.539 1.012 1.494 0.010 1.282
H -4.541 -4.175 -1.799 -0.189 0.067 0.081
H -2.527 -7.130 -5.484 0.786 -0.558 -0.348
C -0.893 4.489 5.846 -0.316 1.228 -1.982
H 0.857 -7.607 -7.071 0.394 -0.658 0.514
H 6.193 2.447 4.613 -0.726 -0.620 0.778
H -3.213 -3.859 0.170 0.286 0.197 0.017
O -3.780 1.249 -0.921 0.404 2.135 -0.169
N -1.613 6.361 0.629 0.955 -0.365 0.028
H -3.628 2.074 0.955 -0.243 0.822 0.193
H -1.111 8.364 0.481 -0.068 0.211 0.638
H -0.336 0.447 1.071 0.361 0.510 -0.685
H 2.030 -0.948 3.999 0.237 0.280 -0.611
C -0.629 7.441 0.807 0.425 0.098 -0.671
H -1.713 5.225 6.125 0.585 -1.197 0.382
C -1.452 0.208 6.187 1.184 0.370 2.589
H 4.274 4.010 1.447 -0.113 -0.672 0.348
O -6.129 -6.902 -0.670 -0.278 0.149 0.142
H -0.406 -3.851 -8.256 -0.187 0.021 -0.565
H -0.689 4.510 3.032 -0.071 -0.895 1.068
C 1.109 -6.575 -4.730 -1.236 2.162 0.263
H 0.315 10.119 2.801 -0.064 0.151 0.400
H -2.590 -1.524 2.900 0.331 0.296 0.269
C -5.143 -7.867 -0.302 0.100 0.753 -0.657
C -0.600 -3.219 -6.235 0.451 0.425 -0.264
H -4.406 2.328 -2.540 -0.374 -0.317 -0.407
H -3.686 -9.031 -1.427 0.291 -0.506 0.392
H -1.964 -6.584 0.663 0.748 0.860 -0.795
H -2.321 0.430 6.803 0.066 0.576 0.012
H -1.482 2.262 -6.285 0.379 -0.725 0.592
C -1.556 4.085 3.614 -1.374 1.122 -1.049
C 0.183 -0.967 -1.291 -1.552 0.459 1.303
C -3.930 -2.182 -3.327 -0.181 0.009 1.034
C -3.014 1.526 0.253 -1.032 -0.724 -0.179
C -1.386 1.315 -5.658 -1.851 0.780 -1.516
H -1.395 -4.940 -7.244 -0.816 -0.153 -0.211
O 1.125 8.238 2.423 -0.318 1.031 -0.729
C -0.026 7.439 2.206 -0.293 -0.982 0.983
N -1.997 0.379 2.124 0.505 -1.641 -1.286
C -2.818 0.184 0.889 0.972 0.526 1.302
H 4.768 0.309 1.978 -0.377 -0.211 -0.166
H -3.847 -5.386 0.820 0.620 0.557 -0.531
H 3.365 -0.932 5.131 -0.033 -0.582 0.532
H -4.686 -6.660 -2.764 -0.452 -0.023 -0.144
H 3.525 -5.465 -3.614 -0.947 0.169 0.699
H -3.221 1.788 -4.541 0.046 0.777 0.741
H -2.036 -0.233 -3.528 0.774 0.451 0.114
C 2.722 1.204 6.236 -0.407 1.169 1.905
C 6.272 2.746 3.585 0.046 0.607 0.078
H -1.051 -1.567 2.032 -0.656 1.355 1.224
H -7.227 -7.146 1.089 -0.170 0.265 -0.552
N 0.417 0.718 0.418 0.776 -0.159 -1.032
C 3.402 6.537 5.784 0.013 0.391 -0.092
C -0.151 3.721 6.914 1.517 1.371 -1.289
O -4.319 -6.361 -5.113 -0.792 0.741 -0.672
H 1.340 1.666 7.875 0.019 -0.089 -0.114
H 1.958 3.964 4.284 0.004 -0.527 -0.575
H 3.645 6.617 -0.899 -0.410 -0.656 1.434
H -3.659 -8.682 -3.936 -0.202 -1.011 -0.595
H -0.643 -3.746 -5.288 -0.344 0.037 0.416
H 2.556 8.085 7.163 0.218 -0.573 -0.121
H 6.550 4.629 4.386 0.701 0.242 0.576
N 6.730 4.834 2.357 0.016 -1.317 0.635
C -0.952 -0.740 4.121 0.300 0.455 -0.744
H -0.063 4.977 0.406 0.098 -0.357 0.400
H -1.000 -3.164 -2.040 0.063 0.093 -0.437
H -2.984 5.836 -3.816 0.655 0.448 -0.346
O 5.393 2.101 2.708 -0.254 -1.059 -0.468
C 5.664 0.727 2.395 1.110 0.904 0.350
H -0.064 6.198 -1.625 -0.082 -0.217 -0.010
C 1.334 2.224 2.072 0.794 0.644 0.785
H -5.392 -5.756 -6.751 0.949 -0.398 -0.032
C -1.935 5.920 -3.482 -0.410 1.178 0.712
H -1.081 0.497 -6.350 0.004 0.335 0.446
H -2.365 6.672 0.032 -0.078 0.192 0.038
C 0.116 0.515 -1.011 -2.045 -1.111 1.716
O -1.700 -5.603 -1.236 -1.399 -0.389 0.621
H -0.938 0.771 -1.267 0.470 0.366 -0.016
H 1.568 2.501 0.020 1.169 -0.483 -0.943
H 0.919 -2.123 -7.319 0.129 -0.298 0.514
H -2.853 -4.457 1.901 0.403 -0.236 -2.218
H 0.851 2.806 -5.017 0.559 -0.585 0.281
H 1.079 1.349 -5.902 -0.248 -0.727 -0.637
O 3.845 5.169 5.922 -1.530 0.109 0.563
C 1.895 2.209 7.096 -1.470 -0.196 -0.999
H -2.581 0.917 2.700 -0.573 0.795 1.512
C 0.746 -2.429 -6.265 -0.923 0.034 -0.931
H -3.819 -0.204 1.156 0.471 -0.352 -0.491
H -0.481 4.510 -2.036 0.119 -0.012 0.288
O -2.044 5.826 -2.056 0.107 -0.264 -0.854
H -3.601 -5.515 -6.963 -0.149 -0.069 0.308
C 4.679 7.308 5.438 0.504 -0.605 -0.474
C -4.083 2.517 -1.532 -0.247 0.415 -0.173
H 4.636 4.261 -0.228 -0.130 0.641 0.292
H 2.767 4.941 3.166 1.035 1.031 -0.435
H 2.438 -8.472 -6.922 0.023 -0.199 -0.196
H -4.908 3.095 -1.026 0.794 -0.686 -0.086
H -0.880 -0.526 6.790 -0.177 -0.466 -0.497
H 3.304 3.187 3.353 -0.405 0.753 -0.198
C -3.962 -0.737 -3.795 0.851 0.569 -0.961
C 2.698 -0.299 4.556 -0.838 -0.763 1.392
H -2.112 2.102 0.029 0.095 -0.308 0.021
C 2.629 -6.428 -2.054 -0.357 -1.632 0.069
H 6.780 5.290 0.418 0.233 -0.360 -0.610
C -5.420 -3.792 -2.341 0.865 -0.080 -0.814
H -0.219 5.154 5.248 0.121 -0.483 0.675
H -6.290 -3.813 -1.716 -0.415 -0.072 0.372
H -2.142 -8.036 -3.172 -0.945 -0.046 -0.415
H -4.212 -0.105 -2.946 -0.281 0.040 0.181
H -2.043 3.301 3.008 0.275 0.388 0.085
H 0.290 4.435 7.621 0.261 0.032 -0.254
H 6.887 5.791 2.500 -0.003 1.320 0.173
H 6.590 3.500 0.822 -0.169 0.479 -0.575

No. 2
10
Properties=species:S:1:pos:R:3:forces:R:3 method="wB97M-V/def2-TZVPD" smiles="[H]/N=C/N.S" total_charge=0 lumo_ha=0.0225 fmax_ha_per_bohr=0.0898
S 0.767 -0.671 3.844 2.973 -2.300 -2.682
H 1.650 -0.701 2.615 -1.883 0.641 2.215
N -0.580 0.106 -2.768 0.446 -0.498 -0.550
H -1.167 1.045 0.241 0.957 0.403 -0.562
C -0.188 0.620 -1.686 -0.164 1.160 1.489
H 1.327 -1.992 3.915 -1.102 1.663 0.455
H -1.687 -0.249 -0.640 0.239 0.276 -0.317
H 0.114 0.160 -3.512 -0.077 0.219 0.186
N -0.950 0.446 -0.546 -1.016 -1.162 0.364
H 0.713 1.236 -1.463 -0.373 -0.403 -0.600

No. 3
9
Properties=species:S:1:pos:R:3:forces:R:3 method="wB97M-V/def2-TZVPD" smiles="O=C(S)/C=N/S" total_charge=0 lumo_ha=-0.0274 fmax_ha_per_bohr=0.0928
H 0.098 -1.659 0.509 1.002 3.180 -1.976
S 2.769 -0.344 -0.013 0.855 -1.111 0.375
N 1.265 0.178 -0.393 -0.848 -0.476 0.368
S -2.588 -0.644 -0.144 -1.289 2.562 1.563
C 0.230 -0.521 -0.103 1.645 -3.429 1.535
C -1.005 0.189 -0.159 -2.454 4.023 0.763
O -1.004 1.415 -0.001 -0.042 -1.908 -0.532
H 3.536 0.736 -0.249 -0.579 0.228 -0.289
H -3.301 0.650 0.553 1.709 -3.069 -1.807

No. 4
57
Properties=species:S:1:pos:R:3:forces:R:3 method="wB97M-V/def2-TZVPD" total_charge=-3 spin_multiplicity=5 lumo_ha="0.2647 / 0.2711" fmax_ha_per_bohr=0.0721
C -2.651 2.355 2.044 0.715 0.901 0.172
H -3.574 -3.396 0.289 -0.008 -0.224 -0.343
C 3.202 -0.547 2.816 -3.019 -0.890 -1.657
O -0.618 -2.662 1.734 -0.653 0.253 0.153
H -3.227 2.814 2.848 -0.136 0.709 -0.001
H 3.820 1.420 -2.131 -0.229 0.080 -0.508
O 1.398 1.109 0.234 0.464 -0.326 -1.029
H 1.389 1.585 -1.820 -0.277 -0.015 0.061
H -2.922 2.341 -2.685 -0.057 -0.192 -0.340
H 4.029 1.233 3.684 0.229 0.209 0.491
C -2.991 -3.143 1.175 -0.817 -0.073 0.575
H 3.152 -0.114 -1.526 -0.024 -0.060 0.158
C -2.307 0.698 -1.466 -1.341 -1.285 1.774
H 3.758 1.641 2.057 -0.109 -0.503 -0.685
H 1.358 3.569 -0.186 -0.217 -0.120 0.466
H -4.305 -0.103 -2.184 0.036 0.480 0.431
C 3.375 0.922 -1.270 -0.923 0.304 -0.354
C 2.021 1.665 -0.935 1.736 0.189 1.533
H -0.455 -3.607 -2.296 0.025 0.248 0.734
H 3.190 -0.898 3.848 0.082 0.414 1.067
H 2.076 -3.404 -1.733 0.582 -0.702 -0.379
C 0.278 -2.917 -2.715 -0.832 -0.112 -0.836
H 2.365 3.777 -1.458 0.938 -0.043 -0.147
H -0.219 -2.009 -3.055 -0.433 0.052 -0.093
H -1.292 -3.070 -0.042 -0.294 -0.151 -1.026
O 2.101 -1.166 2.179 0.298 1.560 0.395
O -1.193 -0.077 -0.970 0.032 1.062 -0.099
C -1.994 1.909 -2.312 0.069 -0.525 0.507
C -3.235 -0.296 -2.112 0.310 -0.968 -2.090
C 3.323 1.062 2.872 0.678 -1.102 0.385
H 4.203 0.938 -0.561 -0.581 0.077 0.764
H -0.915 -0.725 -1.621 0.224 -0.118 -0.241
H 0.593 -3.440 -3.618 0.312 0.012 -0.455
H -3.246 -2.109 1.408 0.314 0.138 0.115
H 3.055 3.251 0.192 0.171 0.083 -0.294
C -1.403 1.751 2.751 0.251 -3.510 -1.161
H -1.363 1.518 -3.110 0.051 0.620 -0.361
H 1.004 1.829 0.732 -0.391 -0.250 0.255
H -1.515 2.711 -1.751 0.401 -0.186 -0.030
H -1.690 1.485 3.768 -0.562 -0.396 0.598
H -2.249 3.090 1.346 -0.312 0.465 -0.039
O -0.807 0.608 2.147 -0.625 1.799 0.034
H -3.361 -3.784 1.975 -0.250 0.046 0.398
H -3.076 -1.288 -1.690 -0.279 0.063 0.448
H 4.007 -1.145 2.390 1.531 0.931 -0.308
Co 0.146 -0.856 0.848 1.466 -0.939 1.644
C 2.285 3.147 -0.572 -1.077 -0.201 -0.776
H -0.691 2.542 2.982 0.404 0.814 -0.559
H -2.916 0.899 -0.584 0.743 0.931 0.477
H -1.352 -4.459 0.914 0.202 -0.859 0.553
C 1.488 -2.507 -1.928 0.072 0.206 2.176
H -3.407 1.838 1.452 0.551 -1.100 0.221
H 2.404 1.581 3.147 -0.352 -0.487 -0.026
C -1.516 -3.383 0.978 1.461 1.815 -1.209
O 1.348 -1.890 -0.709 -1.169 0.651 -0.480
H -2.913 -0.419 -3.147 -0.053 -0.110 -0.461
H 2.038 -1.876 -2.627 0.670 0.337 -0.596